Here is one molecule with the formula C5H8N2 at a distorted geometry from OMol25. Energies are from ωB97M-V/def2-TZVPD.

```
! RIJCOSX wB97M-V def2-TZVPD def2/J DEFGRID3
* xyz 0 1
C -0.6899 1.2215 0.0925
C -0.1335 -0.2086 -0.1254
C 1.3891 -0.2623 -0.4107
C 1.9304 0.8853 0.3140
N 1.5770 1.8947 0.7671
C -0.7413 -1.3955 0.5394
N -0.8053 -1.2606 -0.9130
H -0.9185 1.6637 -0.8909
H -1.5818 1.1897 0.7143
H 0.0703 2.0430 0.7167
H 1.5858 -0.1056 -1.4765
H 1.8304 -1.2207 -0.1306
H -1.6588 -1.2457 1.1079
H -0.1155 -2.2092 0.9060
H -1.7384 -0.9897 -1.2107
*
```

SMILES   C[C@@]1(CC#N)CN1
Orbital gap   10.45 eV

Population analysis type Mulliken, resulting atomic charges in e: C -1.1580; C 0.7241; C -0.3895; C 0.2599; N -0.5424; C -0.6616; N -0.6312; H 0.3104; H 0.3546; H 0.3941; H 0.2435; H 0.3413; H 0.2686; H 0.2251; H 0.2613

Here is one molecule with the formula C2H2N2O3 at a distorted geometry from OMol25. Energies are from ωB97M-V/def2-TZVPD.

```
! RIJCOSX wB97M-V def2-TZVPD def2/J DEFGRID3
* xyz 0 1
C 2.0234 -0.5567 0.0670
C -1.2045 -0.4588 -0.2300
N 1.4139 0.4106 0.4632
N -0.9948 0.8046 0.0495
O -1.8237 1.6869 0.0176
O 0.5288 1.3196 0.0154
O 2.6920 -1.5030 -0.0310
H -0.4113 -1.1408 -0.1625
H -2.2237 -0.5623 -0.1891
*
```

SMILES   C=[N+]([O-])ON=C=O
Orbital gap   9.91 eV

Population analysis type Mulliken, resulting atomic charges in e: C 0.6572; C -0.2939; N -0.2541; N 0.5735; O -0.5570; O -0.2135; O -0.3955; H 0.1568; H 0.3264

Here is CrH12O6 as an isolated structure at a distorted geometry from OMol25. Energies are from ωB97M-V/def2-TZVPD.

```
! RIJCOSX wB97M-V def2-TZVPD def2/J DEFGRID3
* xyz 2 5
Cr -2.9813 -11.9967 26.2260
O -4.3955 -11.6232 27.7762
H -5.2889 -11.6348 27.4371
H -4.4424 -10.8063 28.3280
O -3.2661 -14.0541 26.3794
H -3.8908 -14.4533 25.7509
H -2.4811 -14.6459 26.3261
O -4.5255 -11.9966 24.7937
H -4.4754 -11.9591 23.8299
H -5.4603 -12.1502 25.0089
O -1.8134 -12.1718 24.5396
H -0.9611 -11.7733 24.4018
H -2.0394 -12.5963 23.7072
O -2.9865 -9.9231 25.9518
H -2.0633 -9.6136 25.8855
H -3.2709 -9.4998 26.7558
O -1.5003 -11.8590 27.5666
H -1.1351 -11.1070 28.0987
H -0.8786 -12.5576 27.7100
*
```

Orbital gap (spin up / spin down)   8.22 / 13.47 eV
Expectation value of S²   6.004

Population analysis type Mulliken, resulting atomic charges in e: Cr 0.6904; O -0.4416; H 0.3327; H 0.3304; O -0.4910; H 0.3580; H 0.3750; O -0.3689; H 0.2894; H 0.3017; O -0.4258; H 0.2995; H 0.2916; O -0.4445; H 0.3724; H 0.3519; O -0.4289; H 0.3051; H 0.3028

Here is a 2-piece molecular cluster, C3H10NS overall from OMol25. Energies are from ωB97M-V/def2-TZVPD.

```
! RIJCOSX wB97M-V def2-TZVPD def2/J DEFGRID3
* xyz 1 1
C -2.6136 -1.0499 1.1634
N -1.7638 -0.2994 1.7265
H -3.6052 -1.1594 1.5870
H -2.3270 -1.5714 0.2571
H -0.7957 -0.2109 1.3404
H -1.9683 0.2117 2.5810
C 1.0570 0.7688 -1.8078
C 1.8183 0.7690 -0.4949
S 1.2639 -0.5267 0.6733
H 1.4597 1.5292 -2.4784
H 1.1233 -0.1962 -2.3095
H 0.0012 1.0026 -1.6584
H 1.6872 1.7060 0.0434
H 2.8824 0.6113 -0.6515
H 1.7805 -1.5847 0.0284
*
```

Orbital gap   7.99 eV

Population analysis type Mulliken, resulting atomic charges in e: C -0.0268; N 0.0251; H 0.2764; H 0.2813; H 0.0426; H 0.3022; C -0.9314; C -0.4367; S -0.3103; H 0.3145; H 0.3175; H 0.2697; H 0.3309; H 0.3606; H 0.1843

ΔE to the lowest compared entry with this formula, charge and spin, respectively: 311.8 621.1 47.5 91.9 kJ/mol.